Formula: C38H62ClF6O7P
Source: OMol25
Level of theory: ωB97M-V/def2-TZVPD

Net charge ... 0
Structure (SMILES) ... CCCCCCCCCCCCCCCCCCCCC1=CC(=O)C(CCCC)=C(P(O)Cl)C1=O.CCOC(=O)C(F)(F)F.CCOC(=O)C(F)(F)F
E_HOMO ... -8.99 eV
Electronic energy ... -92855.7474 eV
Kohn-Sham gap ... 7.60 eV
LUMO level ... -1.39 eV

CARTESIAN COORDINATES (ANGSTROEM)
C1 -3.26863 2.28690 -0.39028
C2 -2.40991 3.29830 0.53577
C3 -1.75304 2.41622 1.70377
C4 -0.71381 3.24142 2.61805
C5 0.45801 3.95284 1.80087
C6 1.74440 3.04462 1.51715
C7 1.44496 1.61331 0.87088
C8 0.81044 1.66433 -0.60029
C9 1.71308 2.44198 -1.67081
C10 1.77466 1.57299 -3.03666
C11 0.45218 1.73061 -3.93835
C12 -0.40641 0.35112 -4.02415
C13 -1.94499 0.72123 -3.78982
C14 -2.91878 -0.56323 -3.87259
C15 -4.32626 -0.14156 -3.23043
C16 -4.84493 -1.09788 -2.06308
C17 -3.71306 -1.55532 -1.02169
C18 -4.11465 -1.26816 0.50930
C19 -2.82511 -1.71700 1.39347
C20 -3.00969 -3.28564 1.68182
C21 -1.67824 -4.14178 1.56447
C22 -0.73858 -4.02811 2.62964
C23 0.58280 -4.87626 2.51772
O1 1.24465 -5.18712 3.54255
C24 1.10780 -5.37130 1.08387
C25 2.66947 -5.65037 0.95513
C26 3.29830 -4.32848 0.22739
C27 3.32731 -3.04199 1.16811
C28 3.10959 -1.71397 0.25825
C29 0.17814 -5.52510 0.03557
P1 0.78043 -6.15189 -1.63766
O2 -0.40181 -7.30574 -2.11802
Cl1 0.74568 -4.62421 -3.08999
C30 -1.34016 -5.13927 0.37449
O3 -2.27219 -5.59274 -0.32233
H1 -2.72911 1.28473 -0.51070
H2 -3.38230 2.74041 -1.43653
H3 -4.29174 2.14852 0.07987
H4 -1.60378 3.71799 -0.16140
H5 -3.02482 4.15542 0.95210
H6 -1.27312 1.45345 1.33897
H7 -2.62171 2.09063 2.38824
H8 -1.33614 4.09028 3.08657
H9 -0.34724 2.62193 3.50982
H10 0.82281 4.82472 2.45808
H11 0.13888 4.41915 0.81715
H12 2.49292 3.60965 0.86407
H13 2.27098 2.83580 2.51856
H14 2.46930 1.10253 0.74554
H15 0.85385 0.92957 1.58192
H16 -0.25770 2.04637 -0.63748
H17 0.76311 0.56823 -0.95371
H18 2.77228 2.62712 -1.31000
H19 1.16719 3.41609 -1.92240
H20 1.88732 0.46528 -2.79105
H21 2.65584 1.89458 -3.70146
H22 -0.18731 2.62520 -3.63626
H23 0.78971 1.92751 -5.01717
H24 -0.03005 -0.42798 -3.28214
H25 -0.28244 -0.09241 -5.06777
H26 -2.26558 1.47357 -4.59729
H27 -2.07022 1.18602 -2.75544
H28 -2.43369 -1.47621 -3.40502
H29 -3.11442 -0.82929 -4.97401
H30 -4.24465 0.94536 -2.89871
H31 -5.10842 -0.16453 -4.06973
H32 -5.29627 -2.05544 -2.49791
H33 -5.67638 -0.60588 -1.43735
H34 -2.70384 -1.02575 -1.18101
H35 -3.57000 -2.68375 -1.12891
H36 -4.99701 -1.95361 0.76559
H37 -4.41271 -0.19052 0.70604
H38 -1.85257 -1.45438 0.86209
H39 -2.90072 -1.12378 2.36011
H40 -3.35338 -3.37402 2.77242
H41 -3.80198 -3.71705 0.97838
H42 -0.96713 -3.34844 3.50261
H43 3.19990 -5.72896 1.95734
H44 2.89411 -6.57483 0.31618
H45 2.62871 -4.10383 -0.67008
H46 4.35293 -4.52301 -0.16951
H47 2.50597 -3.00544 1.95216
H48 4.31598 -2.89379 1.72633
H49 3.09223 -0.84204 1.00436
H50 3.97462 -1.60667 -0.46865
H51 2.10165 -1.73779 -0.27123
H52 -0.07622 -8.20298 -1.88000
C31 5.34578 -4.50756 5.15119
C32 6.79633 -4.61523 5.57685
O4 7.63389 -3.80423 4.73762
C33 7.68595 -2.49543 5.04743
O5 7.08619 -1.98881 5.95595
C34 8.64560 -1.76549 4.11094
F1 8.47382 -2.11775 2.82175
F2 9.93251 -2.02809 4.41206
F3 8.50345 -0.43188 4.16335
H53 5.23565 -4.75277 4.09169
H54 4.71875 -5.18381 5.73467
H55 4.97040 -3.49037 5.28221
H56 7.13851 -5.64522 5.45882
H57 6.92851 -4.35104 6.62914
C35 -4.66575 9.02743 -3.39500
C36 -4.82357 7.52083 -3.34338
O6 -3.54529 6.87994 -3.20831
C37 -3.04352 6.82592 -1.96076
O7 -3.58957 7.27362 -0.98953
C38 -1.71240 6.07869 -1.95542
F4 -0.90087 6.46178 -2.95959
F5 -1.88597 4.74814 -2.09037
F6 -1.01954 6.26125 -0.82008
H58 -3.96968 9.31314 -4.18761
H59 -5.62757 9.50991 -3.57729
H60 -4.25737 9.41313 -2.45842
H61 -5.25476 7.16413 -4.28074
H62 -5.49881 7.21328 -2.54085

Forces on atoms 1 to 3 (eV/Å):
C 0.132 0.977 0.086
C 0.829 -1.639 -0.760
C -0.331 0.571 1.000